Molecular formula: C9H14N2PPt
Method: DFT, the ωB97M-V functional and the def2-TZVPD basis

CARTESIAN COORDINATES (ANGSTROEM)
Pt1 -0.5793 0.2387 -0.2410
P1 -0.5750 2.4269 0.3634
N1 -0.5095 -0.6811 3.7943
N2 -0.6946 -0.6407 1.6114
C1 -0.2056 0.0022 2.6767
C2 1.3890 -1.5399 -1.0143
C3 -1.1445 -1.8659 3.4219
C4 -0.0388 -1.8010 -0.7833
C5 0.2032 0.0572 -2.1845
C6 -1.2487 -1.8448 2.0524
C7 -0.2175 -0.2137 5.1405
C8 1.5339 -0.4409 -1.7920
C9 -0.7575 -1.0077 -1.8061
H1 2.1802 -2.1728 -0.6050
H2 -0.4665 3.2730 -0.7814
H3 -1.4637 -2.6165 4.1296
H4 -1.7747 -1.1506 -2.1719
H5 -1.0991 -0.2854 5.7828
H6 0.2979 0.9626 2.7007
H7 -0.4753 -2.6702 -0.3008
H8 2.4615 0.0333 -2.1024
H9 -0.0308 0.8539 -2.8879
H10 0.6025 -0.7801 5.5932
H11 -1.6461 -2.5987 1.3851
H12 0.5976 2.7689 1.1207
H13 -1.6867 2.9293 1.1001
H14 0.0881 0.8332 5.0753

Properties
energy	-25071.15931	eV
2S+1	3
HOMO (spin up / spin down)	0.6 / -4.1	eV
<S²>	2.01
net charge	-1
energy relative to the best compared isomer or geometry (same formula, charge and spin)	0.593	eV
HOMO-LUMO gap (spin up / spin down)	2.2 / 6.9	eV
LUMO level (spin up / spin down)	2.7 / 2.9	eV

=====

Molecular formula: C9H14N2S
Method: DFT, the ωB97M-V functional and the def2-TZVPD basis

CARTESIAN COORDINATES (ANGSTROEM)
S1 3.8227 0.7066 0.8546
N1 -0.2009 -1.3402 1.6768
N2 -1.3712 -2.2044 1.7971
C1 -1.7704 0.5473 -0.8559
C2 1.6300 -0.5462 0.2645
C3 -2.7973 1.5613 -0.4314
C4 0.1330 -0.8346 0.3207
C5 -0.5036 0.9657 -1.5398
C6 2.2571 -0.2273 -0.9921
C7 2.3745 -0.1398 1.3146
C8 -0.5426 0.4597 -0.0526
C9 3.4583 0.4080 -0.7989
H1 -0.1526 0.2559 -2.3364
H2 -2.1339 2.3651 -0.0163
H3 -0.1225 -1.5337 -0.4619
H4 -0.2087 1.1113 0.7024
H5 -0.9325 -3.0487 2.3621
H6 -3.4884 1.1321 0.2110
H7 -1.5108 -2.7524 0.9798
H8 2.0646 -0.2786 2.2834
H9 4.0654 1.0103 -1.4239
H10 -0.0698 1.9446 -1.6563
H11 1.7617 -0.4886 -1.9095
H12 -2.2071 -0.3038 -1.3650
H13 -0.3168 -0.6396 2.3785
H14 -3.2381 1.8701 -1.3056

Properties
energy	-23371.90906	eV
HOMO	-8.2	eV
energy relative to the best compared isomer or geometry (same formula, charge and spin)	4.152	eV
HOMO-LUMO gap	9.1	eV
LUMO level	0.9	eV

=====

Molecular formula: C9H14N4O4
Method: DFT, the ωB97M-V functional and the def2-TZVPD basis

CARTESIAN COORDINATES (ANGSTROEM)
O1 2.7959 -0.4919 0.6296
O2 -2.9850 0.5754 -0.2311
O3 -1.1429 -0.1712 0.7936
O4 4.1351 -1.0543 -1.0901
N1 1.0409 1.5095 -0.7651
N2 2.1875 2.6043 0.7393
N3 2.2330 1.8149 -0.3020
N4 0.9477 2.8373 0.9844
C1 3.4316 1.2400 -0.8175
C2 0.2385 2.1606 0.0647
C3 -1.7500 0.7090 0.2454
C4 2.6363 -1.8487 1.0602
C5 1.3801 -2.4457 0.4458
C6 3.5030 -0.2553 -0.4581
C7 -4.9912 -0.6502 -0.6673
C8 -3.6051 -0.7028 -0.0543
C9 -1.2408 2.1219 0.0110
H1 4.2796 1.7606 -0.3665
H2 3.4667 1.3357 -1.9053
H3 3.5273 -2.4176 0.7763
H4 1.4964 -2.5321 -0.6322
H5 0.5265 -1.8061 0.6593
H6 -2.9822 -1.4645 -0.5361
H7 -3.6491 -0.9270 1.0173
H8 1.2035 -3.4326 0.8630
H9 2.5542 -1.7925 2.1472
H10 -5.5861 0.1189 -0.1825
H11 -4.9234 -0.4206 -1.7271
H12 -5.4813 -1.6111 -0.5421
H13 -1.6102 2.4666 -0.9559
H14 -1.6364 2.7696 0.7959

Properties
energy	-23710.13865	eV
HOMO	-10.3	eV
energy relative to the best compared isomer or geometry (same formula, charge and spin)	1.798	eV
HOMO-LUMO gap	11.1	eV
LUMO level	0.8	eV

=====

Molecular formula: C9H14NO
Method: DFT, the ωB97M-V functional and the def2-TZVPD basis

CARTESIAN COORDINATES (ANGSTROEM)
O1 -1.1335 -0.2473 -1.1396
N1 0.7289 0.1149 -0.3251
C1 -2.6752 1.5360 -0.1453
C2 2.8310 -0.6849 0.0299
C3 -2.1209 -0.5993 0.9613
C4 0.9839 -2.3450 -0.3789
C5 1.4419 -0.9378 -0.2744
C6 1.0962 1.4128 -0.1603
C7 -2.1841 0.0652 -0.4468
C8 2.3680 1.7453 0.1583
C9 3.2970 0.6177 0.2473
H1 1.7214 -2.9726 -0.7990
H2 -2.9004 -0.4774 -1.2413
H3 4.3631 0.9324 0.4992
H4 3.3794 -1.6161 0.0757
H5 -1.1885 -0.3983 1.4638
H6 -3.8457 1.6315 -0.2449
H7 2.5129 2.8281 0.2135
H8 -2.2430 -1.7117 0.7602
H9 -2.9899 -0.3532 1.5584
H10 0.2458 2.1859 -0.3333
H11 -2.3701 1.9206 0.8062
H12 0.6544 -2.6697 0.7488
H13 0.1610 -2.2925 -1.1810
H14 -2.1337 2.3152 -0.8527

Properties
energy	-13085.61765	eV
HOMO (spin up / spin down)	-14.2 / -14.2	eV
net charge	+1
energy relative to the best compared isomer or geometry (same formula, charge and spin)	5.090	eV
HOMO-LUMO gap (spin up / spin down)	7.6 / 7.5	eV
LUMO level (spin up / spin down)	-6.6 / -6.6	eV

=====

Molecular formula: C9H14NP
Method: DFT, the ωB97M-V functional and the def2-TZVPD basis

CARTESIAN COORDINATES (ANGSTROEM)
P1 -0.7896 0.7353 -1.1403
N1 2.6595 -1.4207 0.6401
C1 2.1540 -0.3742 -1.4893
C2 -1.6638 -1.8496 -1.0325
C3 3.4524 0.6855 0.2462
C4 2.1622 -1.4289 -0.5576
C5 -2.2328 -0.2442 0.8178
C6 -0.0346 1.7180 0.1956
C7 2.9711 0.6848 -1.0479
C8 -1.1345 -0.7575 -0.1267
C9 3.2276 -0.3255 1.0909
H1 -2.7486 -1.0438 1.5475
H2 -1.9846 0.4855 1.5523
H3 -2.4192 -1.4552 -1.8600
H4 3.4134 -0.3371 2.1355
H5 -2.1468 -2.7137 -0.6032
H6 -0.6628 2.3012 0.9111
H7 -0.1757 -1.2366 0.2910
H8 0.4597 1.2166 0.9824
H9 -0.7718 -2.2373 -1.5406
H10 0.4972 2.5650 -0.0968
H11 3.1490 1.6650 -1.4919
H12 3.9361 1.5280 0.7383
H13 -3.1443 0.0919 0.1869
H14 1.4772 -0.4323 -2.3767

Properties
energy	-20333.68933	eV
HOMO (spin up / spin down)	-8.5 / -7.5	eV
energy relative to the best compared isomer or geometry (same formula, charge and spin)	3.124	eV
HOMO-LUMO gap (spin up / spin down)	8.0 / 7.3	eV
LUMO level (spin up / spin down)	-0.5 / -0.2	eV

=====

Molecular formula: C9H14O
Method: DFT, the ωB97M-V functional and the def2-TZVPD basis

CARTESIAN COORDINATES (ANGSTROEM)
O1 -0.3021 3.2319 0.2396
C1 -0.0257 1.4970 1.7927
C2 -2.8302 -1.0232 -1.7361
C3 -1.3764 -1.3228 -1.9155
C4 1.4868 -0.2143 1.0009
C5 1.9480 0.5016 -0.1698
C6 1.3393 1.7753 -0.3299
C7 0.5682 0.2299 1.9430
C8 2.2092 -1.5500 1.3324
C9 0.3031 2.0375 0.5165
H1 3.2654 -1.8079 1.0008
H2 -0.8587 1.9574 2.2963
H3 2.3719 -1.4370 2.4416
H4 -3.5172 -1.9803 -1.6403
H5 1.7003 2.5988 -1.0125
H6 -0.9868 -1.1701 -2.9387
H7 -2.9997 -0.2541 -0.8999
H8 -0.7057 -0.6911 -1.2954
H9 -3.3271 -0.5260 -2.6643
H10 -1.2247 3.2485 0.7464
H11 2.2835 0.0193 -1.0906
H12 1.5824 -2.3971 1.0778
H13 0.1964 -0.3985 2.8748
H14 -1.1001 -2.3250 -1.5697

Properties
energy	-11605.03300	eV
HOMO	-8.3	eV
energy relative to the best compared isomer or geometry (same formula, charge and spin)	2.604	eV
HOMO-LUMO gap	9.0	eV
LUMO level	0.8	eV

=====

Molecular formula: C9H14O
Method: DFT, the ωB97M-V functional and the def2-TZVPD basis

CARTESIAN COORDINATES (ANGSTROEM)
O1 -1.1672 -2.3941 -0.7770
C1 0.0523 -1.7640 1.0148
C2 1.9065 -0.1822 0.7341
C3 1.0830 -0.9196 1.5457
C4 -0.1148 -1.7479 -0.3995
C5 -2.6210 0.9218 -1.3452
C6 1.6718 -0.0984 -0.6339
C7 2.9881 0.6931 1.2396
C8 -2.1337 1.6644 0.0767
C9 0.6840 -0.9127 -1.1852
H1 3.6270 1.0830 0.4277
H2 -1.6611 -2.0082 -1.4703
H3 -1.8304 0.3957 -1.7954
H4 2.2148 0.6442 -1.1528
H5 -1.4338 1.1116 0.7157
H6 3.6714 0.1707 1.9478
H7 -0.3324 -2.4357 1.6919
H8 -2.6818 1.6804 -2.0044
H9 1.3524 -1.0145 2.5924
H10 -3.5595 0.2749 -1.2064
H11 2.5081 1.5192 1.7645
H12 -1.7998 2.5500 -0.2160
H13 0.6523 -0.9504 -2.2386
H14 -3.0762 1.7186 0.6738

Properties
energy	-11605.79559	eV
HOMO	-8.2	eV
energy relative to the best compared isomer or geometry (same formula, charge and spin)	1.841	eV
HOMO-LUMO gap	9.1	eV
LUMO level	0.9	eV

=====

Molecular formula: C9H14O
Method: DFT, the ωB97M-V functional and the def2-TZVPD basis

CARTESIAN COORDINATES (ANGSTROEM)
O1 0.6641 3.0202 0.9981
C1 2.3246 -1.2360 0.2526
C2 -1.5209 1.0366 -1.2657
C3 -0.5953 2.0705 -0.8116
C4 -1.9839 0.1750 -0.2704
C5 -3.3410 -0.5000 -0.3999
C6 3.3021 -2.3028 -0.1895
C7 -0.2042 0.8040 1.3619
C8 -1.1607 -0.0827 0.9217
C9 -0.0236 1.9614 0.4812
H1 2.7754 -3.2120 -0.4185
H2 -0.4214 2.9916 -1.4485
H3 0.5213 3.8155 0.4710
H4 -4.2550 0.1957 -0.5146
H5 2.6836 -0.7660 1.1418
H6 2.1623 -0.2620 -0.3257
H7 -2.0497 1.0925 -2.2710
H8 4.0012 -2.5002 0.5518
H9 -3.6156 -1.1994 0.4119
H10 -3.3891 -1.0491 -1.4066
H11 -1.4006 -0.9887 1.4533
H12 0.4117 0.6342 2.2024
H13 1.3860 -1.6918 0.2601
H14 3.7286 -2.0066 -1.1859

Properties
energy	-11605.79729	eV
HOMO	-8.0	eV
energy relative to the best compared isomer or geometry (same formula, charge and spin)	1.839	eV
HOMO-LUMO gap	8.9	eV
LUMO level	0.9	eV